This record from the Open Molecules 2025 dataset describes 15 unconnected molecules or ions with the total composition C36H88O15 at a distorted geometry. The level of theory is ωB97M-V/def2-TZVPD.

The geometry in XYZ format:
```
139
Properties=species:S:1:pos:R:3:forces:R:3
C 9.507357 9.015991 14.507015 -0.83 -0.29 0.29
O 10.446931 9.907854 15.160215 -0.47 0.02 -1.26
H 8.516760 9.021447 15.090870 1.57 -0.37 -0.62
H 9.209892 9.278644 13.479643 0.43 0.52 0.30
H 9.949695 7.984582 14.375232 -0.46 1.01 0.69
H 10.613253 10.722978 14.617664 -0.30 -0.72 0.70
C 14.072808 17.822952 12.727944 -1.11 0.96 -0.65
O 14.545544 16.822889 11.893239 1.17 -1.24 -0.04
H 14.043917 17.533258 13.758986 -0.06 -0.13 0.72
H 14.624476 18.738316 12.596976 0.65 0.45 0.23
H 13.082915 18.092247 12.373812 -0.44 -0.15 0.24
H 15.418123 16.598876 12.303287 -0.32 -0.10 -0.53
C 14.588792 6.063087 14.844704 -1.00 1.31 -0.24
O 15.507319 7.011953 15.342040 0.33 0.24 1.28
H 14.903065 5.061006 15.087164 -0.02 -0.56 -0.20
H 13.616796 6.300329 15.326842 0.17 -0.58 -0.43
H 14.469979 6.243333 13.747821 0.18 -0.48 0.79
H 15.241447 7.194413 16.286637 0.54 -0.04 -1.07
C 19.124168 5.761251 15.045864 0.30 -2.21 0.19
O 18.510341 5.520445 16.299644 0.38 0.01 0.05
H 20.137236 5.378029 15.212689 0.12 0.73 -0.33
H 18.731601 5.092092 14.256590 -0.20 0.31 0.20
H 19.055873 6.767137 14.703071 0.19 0.92 -0.08
H 17.609499 5.809312 16.255619 -0.91 0.36 -0.10
C 14.276162 8.223390 19.101922 0.61 0.65 0.31
O 14.530925 8.051339 17.727301 -1.35 0.11 -1.33
H 13.495697 8.975867 19.193343 0.03 0.14 0.45
H 13.965496 7.330359 19.650266 0.02 -0.21 -0.32
H 15.227796 8.584329 19.524934 -0.52 -0.03 0.23
H 13.698198 8.339264 17.247008 1.04 -0.72 0.64
C 12.376326 14.663550 9.887091 0.18 -0.96 -0.75
O 13.320681 14.216572 10.866608 0.26 1.24 0.16
H 11.595966 13.853239 9.788557 1.13 0.54 -0.35
H 11.775877 15.510057 10.172104 0.08 0.73 0.51
H 12.892371 14.934277 8.905909 -0.78 -0.63 1.04
H 13.824390 15.003307 11.226296 -0.82 -0.80 -0.56
C 10.962486 7.269673 17.464231 -0.02 -2.14 -0.30
O 11.839443 8.164434 16.844951 0.72 -0.73 -0.08
H 10.425758 7.761425 18.235311 -0.31 0.27 1.23
H 10.155826 6.755921 16.865974 0.88 0.83 -0.32
H 11.584173 6.410129 17.807456 -0.48 0.77 0.28
H 11.344185 8.797068 16.349810 -0.58 1.20 -0.87
C 14.254926 14.560066 17.830568 0.29 -0.37 -0.15
O 15.458045 14.000831 18.310049 -0.86 1.71 2.14
H 14.524221 15.314948 17.104843 -0.38 0.29 -0.55
H 13.630742 13.769119 17.405663 -0.12 0.24 -0.21
H 13.680772 15.035492 18.614435 0.09 0.05 0.43
H 15.678167 13.318118 17.734566 1.13 -1.77 -1.58
C 14.293013 11.744082 7.663745 0.17 1.13 -1.69
C 14.558518 10.492436 6.761136 -0.54 0.18 1.67
C 15.913522 10.048416 7.310535 0.73 -1.33 0.84
O 16.101162 10.731954 8.540752 0.82 -0.11 0.33
C 14.901145 11.311899 8.946139 0.53 0.87 0.73
H 13.256966 12.043647 7.815751 -0.13 -0.10 -0.44
H 14.886421 12.660694 7.270526 -0.97 -1.41 0.58
H 14.563591 10.618970 5.711645 -0.03 0.50 -1.07
H 13.765893 9.759153 6.997411 0.46 0.11 -0.11
H 16.828361 10.291552 6.747465 -0.62 -0.12 -0.44
H 15.955835 8.955034 7.574016 -0.16 0.72 -0.66
H 15.156626 12.205451 9.536812 -0.22 -0.47 0.27
H 14.311989 10.598794 9.539587 -0.22 0.18 -0.09
C 19.129189 16.051992 12.057998 1.37 -0.40 -0.33
C 18.991085 15.270518 13.362053 -0.19 -0.30 0.96
C 17.413115 15.191567 13.496340 1.21 -0.61 0.07
O 17.049087 16.501806 13.001648 -0.25 -1.34 0.30
C 17.756190 16.498271 11.754487 -2.10 1.05 -1.60
H 19.547859 15.410560 11.266291 -0.03 0.50 0.16
H 19.697807 16.969626 12.200909 0.62 -0.36 -0.06
H 19.369641 15.941990 14.149876 -0.33 -0.45 0.09
H 19.600673 14.321966 13.445575 -1.04 0.85 -0.38
H 17.076541 14.959338 14.535086 -0.02 0.54 -0.90
H 17.010022 14.449245 12.752849 0.25 0.31 0.86
H 17.658238 17.553670 11.404333 0.22 -0.95 -0.16
H 17.256236 15.796449 11.000095 0.33 0.96 0.97
C 16.503792 15.743247 6.439358 0.12 0.93 1.17
C 15.192771 16.544065 6.798590 0.94 -0.14 0.47
C 15.413242 16.831487 8.305419 -2.30 0.93 0.10
O 16.746524 16.740527 8.589569 1.60 -1.32 -0.34
C 17.090627 15.536233 7.896663 1.08 -0.54 -1.07
H 17.153604 16.470423 5.913091 -0.17 -0.84 -0.03
H 16.347931 14.801016 5.890825 0.15 0.49 0.17
H 14.257691 16.006405 6.653197 0.06 -0.02 -0.20
H 15.194552 17.487483 6.254867 -0.27 -0.13 -0.14
H 14.846686 16.146116 8.929005 -0.12 -0.71 0.06
H 15.032281 17.787955 8.654404 0.15 0.42 -0.32
H 16.554485 14.650573 8.291006 0.15 0.37 0.39
H 18.205650 15.327956 7.979445 -1.38 0.52 -0.23
C 19.218809 11.137611 9.095630 1.54 -1.95 -0.97
C 18.616803 10.435855 10.318260 -1.93 0.70 0.12
C 18.880897 11.490657 11.451930 0.17 -1.47 0.62
O 19.721795 12.423249 10.835169 0.51 1.52 1.11
C 19.286289 12.536799 9.527194 1.60 1.91 -2.37
H 18.822856 10.902743 8.115470 -0.92 0.23 0.03
H 20.291690 10.807978 8.921830 -0.95 0.18 0.69
H 19.068865 9.475397 10.426162 0.32 -0.61 0.60
H 17.496617 10.300715 10.246477 1.37 0.02 -0.18
H 19.363729 11.051156 12.384807 -0.45 0.70 -1.24
H 17.973747 12.036971 11.741814 -0.20 -0.50 0.10
H 20.054156 13.117915 8.958322 -0.05 -0.54 0.50
H 18.418701 13.141696 9.239984 -0.85 -0.19 1.18
C 13.890423 11.703070 13.534078 -0.25 0.00 -1.40
C 13.512676 10.314446 13.101674 -1.43 -1.36 0.33
C 14.776509 9.575998 13.405471 1.54 -1.26 -1.10
O 15.809888 10.467097 12.919357 -0.18 0.40 -0.20
C 15.328581 11.844682 13.111118 1.36 -0.81 0.38
H 13.825004 11.770482 14.581232 -0.38 0.36 1.38
H 13.277731 12.410810 13.019617 -0.46 0.74 0.07
H 13.119101 10.249815 12.087361 0.72 0.11 -0.41
H 12.682530 9.860595 13.661953 0.15 0.37 0.35
H 14.956435 8.496933 12.962437 -0.44 2.30 0.73
H 14.925470 9.530270 14.485088 -0.34 -0.46 0.13
H 15.456651 12.384725 12.147798 0.04 -0.22 0.68
H 15.928677 12.287425 13.960143 -0.37 -0.09 -1.12
C 11.482024 14.960201 15.142410 -1.42 0.24 -0.19
C 11.585787 14.785645 13.587534 -0.05 0.56 1.39
C 10.633869 13.634711 13.317917 0.87 0.14 0.66
O 10.836878 12.743480 14.439104 -0.03 0.11 0.70
C 11.297248 13.473907 15.603771 -0.67 1.84 -0.56
H 10.533852 15.527829 15.395552 0.86 -0.61 -0.40
H 12.272027 15.538314 15.667137 -0.12 -0.71 -0.57
H 12.569095 14.424869 13.342704 0.52 0.03 -0.11
H 11.415047 15.696405 13.007676 -0.19 -0.13 0.13
H 11.061504 13.125808 12.449535 -0.92 -0.17 -0.20
H 9.574517 13.937136 13.288103 0.35 -0.23 -0.41
H 12.212631 13.098903 15.969567 1.21 -0.86 -0.05
H 10.626410 13.455069 16.469192 -0.45 -0.38 -0.45
C 18.381045 10.856869 15.360837 -1.79 1.92 -0.68
C 17.278258 10.039800 15.996618 -0.47 -1.18 -1.31
C 16.315641 11.084572 16.556863 -0.29 -0.37 0.46
O 16.973585 12.364396 16.477121 -0.54 -0.03 -0.52
C 18.335209 12.063695 16.285349 1.76 0.79 -1.07
H 18.076045 11.250873 14.352238 0.34 -0.75 0.69
H 19.329502 10.403421 15.333752 1.16 -0.66 -0.13
H 17.686935 9.415337 16.775474 0.13 -0.08 0.48
H 16.817229 9.323000 15.278532 0.13 0.64 0.50
H 16.080846 10.829640 17.594139 0.14 0.24 0.19
H 15.340453 11.128665 16.067164 0.21 0.19 -0.36
H 18.738393 11.779784 17.216277 0.70 -0.40 1.50
H 19.014284 12.904341 15.926980 -1.53 -0.49 0.26
```
Positions in Å, forces in eV/Å.

The frontier orbital gap comes out at 9.8 eV. As for the molecular weight: 761.1 g mol⁻¹. Its net charge is 0. As for the largest force on an atom: 0.0669 hartree/bohr. The value obtained for the electronic energy is -2552.727298 hartree. The calculation puts the LUMO energy at 0.50 eV.